C28H50ClF9OP2Si2Sn | ωB97M-V with the def2-TZVPD basis set

Computed properties:
lowest unoccupied orbital energy (alpha / beta) = -1.07 / -0.93 eV
net charge = 0
Kohn-Sham gap (alpha / beta) = 0.1994 / 0.2046 Eh
HOMO energy (alpha / beta) = -6.49 / -6.50 eV
electronic energy = -4007.0938 Eh

Each line ends with the Mulliken charge.
Element x y z (Å)
Sn 0.101 -0.356 -0.622  0.772
C -1.281 0.165 2.032  0.046
C -2.011 1.434 1.638  -0.813
C -2.951 1.084 0.688  -0.994
Si -1.588 3.235 1.864  0.526
C -2.716 -0.211 0.184  -1.009
C -1.581 -0.817 0.821  1.150
Si -1.734 -2.724 0.965  0.563
H -1.751 -0.237 2.940  0.850
H -3.757 1.730 0.348  0.367
H -3.298 -0.691 -0.603  0.424
Cl 1.897 0.694 -5.199  -0.737
C -2.065 -3.116 2.742  -0.964
C -3.114 -3.406 -0.093  -1.501
C -1.302 3.625 3.656  -1.022
C -2.964 4.318 1.211  -1.253
H -4.047 -3.258 0.473  0.404
H -2.988 -4.487 -0.253  0.371
H -3.224 -2.919 -1.071  0.339
H -1.637 -2.365 3.415  0.150
H -1.639 -4.098 2.986  0.390
H -3.153 -3.149 2.890  0.394
H -3.936 3.855 1.436  0.391
H -2.908 4.514 0.132  0.257
H -2.908 5.278 1.745  0.415
H -2.268 3.848 4.129  0.389
H -0.649 4.504 3.748  0.342
H -0.844 2.785 4.189  0.058
C -0.116 -3.579 0.465  -0.623
C -0.002 3.512 0.840  -1.101
P 0.487 -2.965 -1.137  0.285
H -0.274 -4.671 0.433  0.819
H 0.632 -3.369 1.245  -0.079
P 0.147 2.607 -0.745  -0.586
H 0.851 3.208 1.469  0.210
H 0.094 4.597 0.666  0.930
C 1.798 3.177 -1.444  0.996
C -1.134 3.411 -1.871  1.124
C -0.535 -3.773 -2.470  1.048
C 2.194 -3.631 -1.442  0.717
C 3.248 -2.518 -1.397  -1.228
H 2.166 -4.033 -2.469  0.496
C 2.529 -4.764 -0.471  -1.532
H 2.553 -4.401 0.564  0.236
H 3.525 -5.156 -0.717  0.486
H 1.817 -5.596 -0.535  0.319
H 3.098 -1.770 -2.188  0.310
H 4.242 -2.962 -1.543  0.529
H 3.252 -2.008 -0.423  0.023
H -1.562 -3.423 -2.282  -0.107
C -0.500 -5.300 -2.344  -1.557
C -0.110 -3.321 -3.875  -1.402
H -0.885 -5.661 -1.382  0.297
H 0.517 -5.690 -2.487  0.263
H -1.132 -5.729 -3.132  0.481
H -0.173 -2.237 -4.015  0.300
H -0.776 -3.797 -4.606  0.471
H 0.917 -3.637 -4.104  0.310
H -2.079 3.197 -1.342  0.018
C -1.196 2.747 -3.253  -1.304
C -0.976 4.927 -2.022  -1.960
H -0.915 5.465 -1.068  0.364
H -1.855 5.312 -2.560  0.488
H -0.096 5.166 -2.635  0.446
H -1.630 1.741 -3.206  0.103
H -0.206 2.669 -3.728  0.271
H -1.835 3.354 -3.909  0.516
C 2.923 2.227 -1.012  -1.049
C 2.165 4.610 -1.052  -1.587
H 1.678 3.095 -2.540  0.434
H 2.257 4.696 0.038  0.254
H 1.451 5.358 -1.407  0.291
H 3.142 4.845 -1.494  0.489
H 2.909 2.035 0.071  0.072
H 3.890 2.687 -1.256  0.551
H 2.873 1.269 -1.544  0.086
C 0.447 -0.072 -2.590  -1.159
H 0.903 0.903 -2.788  -0.178
H -0.484 -0.133 -3.158  0.447
H 1.148 -0.798 -3.017  0.496
F 0.959 -2.389 3.228  -0.303
C 1.730 -1.285 2.977  0.117
F 2.888 -1.431 3.654  -0.267
F 2.040 -1.339 1.638  -0.165
C 0.978 0.015 3.285  1.199
O 0.137 0.434 2.207  -0.185
C 0.378 -0.115 4.694  0.376
F 1.270 -0.658 5.552  -0.232
F -0.007 1.092 5.190  -0.281
F -0.738 -0.912 4.710  -0.255
C 2.069 1.102 3.348  -0.135
F 2.822 1.065 2.208  -0.273
F 1.507 2.346 3.383  -0.169
F 2.905 1.013 4.406  -0.258